Here is a 14-piece molecular cluster, C23H72IN16O13 overall at a distorted geometry from the Open Molecules 2025 dataset. Energies are from wB97M-V/def2-TZVPD.

E_HOMO   -0.22680 Ha
E_LUMO   0.07635 Ha
Largest force on an atom   0.1368 Eh/bohr
E   -3071.7653 hartree
Total charge   -1

CARTESIAN COORDINATES (ANGSTROEM)
I1 -0.0351 -0.5027 -0.1133
C1 -3.7785 -0.9318 -3.8582
C2 -3.9260 -0.4815 -5.3061
C3 -4.8228 -1.4608 -6.0427
O1 -4.5105 0.7735 -5.1667
H1 -2.9875 -1.6604 -3.6807
H2 -4.7810 -1.3130 -3.6634
H3 -3.5494 -0.1334 -3.1524
H4 -3.0130 -0.2435 -5.8518
H5 -5.8395 -1.6753 -5.7136
H6 -4.4012 -2.4571 -5.9094
H7 -5.0058 -1.3200 -7.1080
H8 -5.2795 0.7966 -4.5925
C4 -1.3324 -4.6809 5.7904
C5 -1.7358 -3.4015 5.0665
C6 -1.1781 -3.4179 3.5905
O2 -3.1470 -3.2844 5.0623
H9 -0.2940 -5.0067 5.7300
H10 -1.8106 -5.6125 5.4879
H11 -1.6063 -4.6643 6.8453
H12 -1.2860 -2.6177 5.6760
H13 -0.2047 -2.9298 3.5402
H14 -1.7825 -3.0623 2.7561
H15 -0.9853 -4.4670 3.3663
H16 -3.3999 -2.4011 4.7841
C7 2.2518 -2.7350 -5.3567
C8 1.8684 -2.1417 -3.9937
C9 1.8552 -3.1799 -2.8708
O3 2.7836 -1.1851 -3.5886
H17 3.2786 -3.1007 -5.3532
H18 2.0741 -1.9528 -6.0947
H19 1.6433 -3.6144 -5.5675
H20 0.9385 -1.5756 -4.0464
H21 1.7428 -2.8323 -1.8438
H22 2.7465 -3.8069 -2.8952
H23 1.1683 -4.0260 -2.8920
H24 2.7233 -1.1345 -2.6319
C10 -1.3486 4.6108 -1.1167
C11 -1.9620 3.4961 -0.2991
C12 -2.1225 3.8463 1.1533
O4 -3.2695 3.3174 -0.8756
H25 -1.0843 4.2988 -2.1271
H26 -0.3954 4.9207 -0.6883
H27 -1.9967 5.4872 -1.1201
H28 -1.3821 2.5756 -0.3655
H29 -2.5214 4.8607 1.1589
H30 -1.1164 3.8177 1.5718
H31 -2.8859 3.3076 1.7145
H32 -3.7416 3.8320 -0.2169
C13 3.2811 0.2660 4.3886
C14 3.2140 0.7046 5.8777
C15 3.6348 2.2374 6.0129
O5 1.9645 0.4986 6.3519
H33 4.3302 0.2440 4.0937
H34 2.6798 0.7989 3.6519
H35 2.9543 -0.7691 4.2889
H36 3.9643 0.0439 6.3121
H37 4.5337 2.2971 6.6264
H38 2.8402 2.8789 6.3940
H39 4.0135 2.6519 5.0786
H40 1.4326 1.2034 5.9750
C16 0.2449 1.6472 -4.9365
O6 1.4044 1.7453 -5.2739
N1 -0.8572 2.1466 -5.4511
N2 -0.1475 0.9437 -3.8688
H41 -0.6727 2.9078 -6.0887
H42 -1.7532 1.7624 -5.1869
H43 0.5602 0.4524 -3.3417
H44 -1.0659 1.0795 -3.4710
C17 -2.9967 -3.5341 -0.8435
O7 -3.6649 -4.4413 -1.2694
N3 -1.7990 -3.6508 -0.3133
N4 -3.5029 -2.3341 -0.7483
H45 -1.3402 -4.5448 -0.4158
H46 -1.3140 -2.8066 -0.0449
H47 -2.9102 -1.5296 -0.6013
H48 -4.4175 -2.2674 -1.1716
C18 3.4283 -2.5535 2.1334
O8 2.8756 -2.9997 3.1130
N5 2.8790 -2.3353 0.9553
N6 4.7248 -2.2740 2.0634
H49 3.3766 -1.8231 0.2410
H50 1.8839 -2.3042 0.7853
H51 5.2241 -2.4072 2.9311
H52 5.1869 -1.9797 1.2149
C19 4.9849 0.4646 -0.5360
O9 3.9818 -0.1194 -0.7336
N7 5.8235 0.8375 -1.4784
N8 5.5494 0.6241 0.6628
H53 5.5942 0.5032 -2.4035
H54 6.4018 1.6618 -1.4006
H55 6.5211 0.8996 0.6636
H56 4.8807 0.6903 1.4167
C20 1.6244 2.8658 1.6982
O10 2.0497 3.8688 2.2644
N9 0.8213 1.9585 2.2240
N10 1.8353 2.6121 0.4112
H57 0.5890 1.2027 1.5956
H58 0.6671 2.0045 3.2211
H59 1.3545 1.7935 0.0667
H60 2.5005 3.1104 -0.1627
C21 -5.0771 0.2371 -0.0486
O11 -5.9336 -0.6091 0.0656
N11 -4.0154 0.4468 0.7135
N12 -4.9666 0.9930 -1.0884
H61 -3.8789 0.1305 1.6629
H62 -3.4594 1.1919 0.3187
H63 -4.1382 1.4567 -1.4331
H64 -5.6684 0.8857 -1.8067
C22 -2.2721 0.1059 4.0217
O12 -3.2857 -0.5462 4.0680
N13 -2.0438 1.0515 3.1151
N14 -1.4191 -0.0109 4.9899
H65 -1.1551 1.5289 3.1629
H66 -2.8248 1.3049 2.5270
H67 -1.5028 -0.8645 5.5232
H68 -0.7109 0.6775 5.2014
C23 3.0871 3.2955 -2.4936
O13 3.5767 3.8232 -1.5032
N15 2.4678 3.8660 -3.4691
N16 3.0314 2.0341 -2.6696
H69 2.3885 4.8564 -3.2874
H70 1.9295 3.3825 -4.1737
H71 3.4370 1.2811 -2.1325
H72 2.5100 1.6177 -3.4278

Cartesian forces (eV/Å) of the 2 atoms listed first:
-0.2266 0.0833 -0.4234
0.7814 -0.8143 -0.1701